# 1
{"formula": "C36H38ClF4N2O6", "method": "ωB97M-V/def2-TZVPD", "energy_ev": -76599.499, "charge": -1, "elements": ["Cl", "O", "O", "O", "O", "N", "C", "C", "C", "C", "C", "H", "H", "H", "H", "H", "N", "C", "C", "C", "C", "C", "H", "H", "H", "H", "H", "C", "O", "H", "H", "H", "H", "C", "O", "H", "H", "H", "H", "F", "C", "C", "C", "C", "C", "C", "H", "H", "H", "H", "H", "F", "C", "C", "C", "C", "C", "C", "H", "H", "H", "H", "H", "F", "C", "C", "C", "C", "C", "C", "H", "H", "H", "H", "H", "F", "C", "C", "C", "C", "C", "C", "H", "H", "H", "H", "H"], "positions_angstrom": [[1.23, 0.79, 1.27], [0.22, 0.23, 0.39], [2.40, 1.09, 0.49], [0.77, 1.99, 1.87], [1.52, -0.24, 2.24], [-3.31, 0.71, -2.35], [-4.34, 0.14, -2.97], [-4.55, -1.24, -3.09], [-3.64, -2.07, -2.47], [-2.58, -1.51, -1.78], [-2.44, -0.13, -1.77], [-5.05, 0.81, -3.44], [-5.37, -1.64, -3.67], [-3.71, -3.15, -2.47], [-1.90, -2.10, -1.18], [-1.57, 0.24, -1.24], [2.52, 1.67, -2.79], [1.91, 0.49, -2.61], [0.80, 0.06, -3.32], [0.16, 0.98, -4.14], [0.73, 2.22, -4.34], [1.91, 2.49, -3.65], [2.38, -0.28, -2.01], [0.34, -0.92, -3.25], [-0.73, 0.61, -4.64], [0.32, 2.92, -5.05], [2.35, 3.47, -3.78], [2.06, 4.50, -0.80], [3.47, 4.58, -1.04], [1.49, 5.04, -1.56], [1.70, 3.48, -0.71], [1.87, 4.92, 0.20], [3.66, 5.52, -1.05], [4.97, -0.67, 2.02], [5.84, 0.38, 1.62], [4.60, -1.22, 1.14], [5.44, -1.40, 2.68], [4.08, -0.32, 2.54], [6.61, 0.33, 2.18], [-0.29, -4.45, -3.42], [0.24, -4.05, -2.24], [1.38, -3.26, -2.21], [1.85, -2.79, -0.99], [1.16, -3.06, 0.18], [0.00, -3.83, 0.11], [-0.46, -4.33, -1.10], [1.88, -2.97, -3.13], [2.77, -2.23, -0.95], [1.50, -2.64, 1.11], [-0.57, -4.06, 1.01], [-1.43, -4.81, -1.16], [-2.92, 2.01, 4.87], [-3.43, 1.48, 3.75], [-2.61, 0.82, 2.84], [-3.18, 0.18, 1.74], [-4.54, 0.28, 1.52], [-5.36, 0.97, 2.40], [-4.78, 1.60, 3.50], [-1.53, 0.86, 2.94], [-2.49, -0.27, 1.04], [-4.95, -0.08, 0.59], [-6.42, 1.05, 2.18], [-5.36, 2.17, 4.22], [-1.98, 7.13, -1.93], [-1.81, 5.87, -1.46], [-1.84, 4.81, -2.36], [-1.56, 3.53, -1.90], [-1.23, 3.34, -0.57], [-1.20, 4.39, 0.33], [-1.50, 5.67, -0.13], [-2.08, 5.04, -3.40], [-1.57, 2.72, -2.61], [-0.85, 2.38, -0.24], [-0.92, 4.21, 1.36], [-1.43, 6.55, 0.51], [4.97, -3.61, 4.40], [3.78, -4.16, 4.09], [2.73, -3.39, 3.63], [1.51, -4.01, 3.40], [1.39, -5.38, 3.55], [2.44, -6.15, 4.03], [3.65, -5.52, 4.33], [2.86, -2.32, 3.50], [0.66, -3.43, 3.06], [0.49, -5.85, 3.16], [2.28, -7.20, 4.26], [4.52, -5.99, 4.77]], "mulliken_charge": [1.53, -0.43, -0.73, -0.65, -0.68, -0.20, -0.54, -0.46, -0.33, -0.24, -0.43, 0.39, 0.40, 0.39, 0.14, 0.87, -0.46, 0.26, 0.04, -0.38, -0.45, -0.50, -0.10, 0.37, 0.37, 0.43, 0.40, -0.43, -0.53, 0.32, -0.08, 0.43, 0.29, -0.26, -0.52, 0.01, 0.43, 0.04, 0.32, -0.39, 0.52, -0.54, -0.62, -0.15, -0.27, -0.39, 0.47, 0.50, 0.10, 0.38, 0.39, -0.31, 0.10, -0.35, -0.21, -0.20, -0.63, -0.33, 0.43, 0.36, 0.34, 0.38, 0.39, -0.36, 0.36, -0.77, 0.07, -0.19, -0.73, -0.35, 0.42, 0.50, 0.18, 0.49, 0.38, -0.32, 0.45, -0.38, -0.48, -0.62, -0.41, -0.44, 0.49, 0.65, 0.32, 0.35, 0.40]}

---

# 2
{"formula": "C36H38N2O5", "method": "ωB97M-V/def2-TZVPD", "energy_ev": -51165.787, "relative_energy_ev": 0.689, "elements": ["C", "C", "O", "C", "C", "C", "C", "C", "C", "C", "C", "C", "O", "C", "O", "O", "C", "C", "O", "H", "H", "H", "H", "H", "H", "H", "H", "H", "H", "H", "H", "H", "H", "H", "C", "N", "C", "C", "C", "C", "C", "C", "C", "N", "C", "C", "C", "C", "C", "C", "C", "C", "C", "C", "C", "C", "C", "C", "H", "H", "H", "H", "H", "H", "H", "H", "H", "H", "H", "H", "H", "H", "H", "H", "H", "H", "H", "H", "H", "H", "H"], "positions_angstrom": [[0.33, 3.88, -2.77], [1.02, 3.44, -1.51], [1.42, 2.06, -1.72], [1.51, 1.30, -0.62], [1.92, -0.10, -0.89], [1.72, -0.62, -2.22], [2.43, -1.87, -2.66], [2.45, -3.03, -1.88], [3.02, -4.21, -2.37], [3.52, -4.25, -3.68], [3.45, -3.10, -4.49], [2.89, -1.93, -3.98], [0.92, -0.12, -3.03], [3.09, -0.53, -0.10], [3.51, -1.68, 0.01], [3.65, 0.47, 0.61], [4.82, 0.03, 1.35], [5.13, 1.11, 2.34], [1.24, 1.73, 0.50], [-0.01, 4.91, -2.67], [1.01, 3.82, -3.63], [-0.54, 3.25, -2.97], [1.92, 4.03, -1.31], [0.34, 3.50, -0.65], [2.00, -3.03, -0.89], [3.07, -5.08, -1.72], [3.95, -5.17, -4.07], [3.83, -3.12, -5.51], [2.80, -1.04, -4.60], [4.61, -0.92, 1.86], [5.65, -0.13, 0.64], [6.00, 0.84, 2.93], [5.35, 2.06, 1.83], [4.29, 1.28, 3.02], [2.91, -1.00, 4.81], [1.87, -0.69, 3.85], [1.74, -1.30, 2.63], [0.65, -0.73, 1.93], [0.23, -1.07, 0.64], [-1.13, -0.90, 0.19], [-2.26, -0.80, 1.04], [-3.53, -0.48, 0.56], [-3.70, -0.22, -0.83], [-4.90, 0.22, -1.32], [-6.10, 0.18, -0.52], [-5.82, 0.49, 0.94], [-4.69, -0.38, 1.49], [-5.15, 0.30, -2.74], [-3.91, 0.75, -3.50], [-2.74, -0.17, -3.18], [-2.61, -0.42, -1.71], [-1.40, -0.85, -1.20], [0.11, 0.32, 2.81], [-0.83, 1.32, 2.65], [-1.04, 2.24, 3.69], [-0.28, 2.18, 4.87], [0.73, 1.22, 5.02], [0.89, 0.30, 3.99], [2.81, -0.33, 5.67], [2.82, -2.05, 5.15], [3.90, -0.87, 4.35], [2.37, -2.13, 2.33], [0.84, -1.81, 0.10], [-2.15, -0.99, 2.11], [-6.80, 0.92, -0.95], [-6.58, -0.81, -0.61], [-5.54, 1.55, 1.04], [-6.74, 0.34, 1.51], [-5.09, -1.39, 1.68], [-4.36, 0.01, 2.45], [-5.48, -0.68, -3.12], [-5.98, 1.01, -2.89], [-4.12, 0.72, -4.57], [-3.66, 1.78, -3.23], [-2.87, -1.13, -3.70], [-1.80, 0.26, -3.55], [-0.62, -1.13, -1.89], [-1.39, 1.38, 1.72], [-1.82, 3.00, 3.57], [-0.46, 2.91, 5.65], [1.37, 1.17, 5.90]], "mulliken_charge": [-1.04, -0.18, -0.34, -0.05, 2.19, -0.03, 0.59, 0.24, -1.12, -0.42, -0.69, -0.62, -0.64, -0.09, -0.70, -0.25, -0.07, -1.28, -0.64, 0.43, 0.29, 0.11, 0.29, 0.26, 0.15, 0.39, 0.37, 0.38, 0.44, 0.23, 0.36, 0.41, 0.37, 0.21, -0.89, 0.29, -1.52, 1.48, -0.14, -0.29, -1.17, 0.72, 0.71, 0.03, -0.62, -0.86, -0.89, -0.69, -0.84, -0.51, -0.19, -1.11, 0.56, 0.35, -1.38, -0.80, -1.07, -0.07, 0.26, 0.32, 0.31, 0.67, 0.69, 0.70, 0.40, 0.28, 0.30, 0.38, 0.30, 0.35, 0.27, 0.43, 0.42, 0.23, 0.33, 0.23, 0.73, 0.68, 0.42, 0.39, 0.28]}

---

# 3
{"formula": "C36H39AsBaCl3N6O3PS", "method": "ωB97M-V/def2-TZVPD", "energy_ev": -172276.586, "relative_energy_ev": 0.395, "elements": ["Ba", "N", "C", "S", "N", "N", "C", "C", "C", "C", "C", "C", "C", "C", "C", "C", "C", "C", "N", "H", "H", "H", "H", "H", "H", "H", "H", "H", "H", "H", "N", "C", "C", "C", "C", "C", "C", "P", "C", "C", "C", "C", "C", "C", "C", "C", "C", "C", "C", "C", "H", "H", "H", "H", "H", "H", "H", "H", "H", "H", "H", "H", "H", "H", "H", "H", "Cl", "C", "Cl", "Cl", "C", "O", "O", "C", "As", "C", "C", "O", "H", "H", "H", "H", "H", "H", "H", "H", "H", "N", "H", "H", "H"], "positions_angstrom": [[0.90, 0.12, -0.64], [-1.41, -3.80, 1.81], [-0.87, -2.88, 0.96], [0.37, -1.88, 1.65], [-1.38, -2.91, -0.25], [-0.80, -2.08, -1.17], [-1.46, -1.95, -2.27], [-2.79, -2.56, -2.49], [-3.90, -2.08, -1.79], [-5.15, -2.63, -2.00], [-5.31, -3.67, -2.91], [-4.21, -4.15, -3.61], [-2.96, -3.59, -3.40], [-0.87, -1.12, -3.35], [-1.66, -0.68, -4.41], [-1.11, 0.12, -5.39], [0.23, 0.46, -5.30], [0.95, -0.02, -4.23], [0.43, -0.80, -3.28], [-1.29, -3.64, 2.79], [-2.27, -4.23, 1.50], [-3.76, -1.28, -1.07], [-6.00, -2.25, -1.45], [-6.28, -4.11, -3.07], [-4.33, -4.96, -4.32], [-2.10, -3.96, -3.95], [-2.71, -0.94, -4.44], [-1.72, 0.49, -6.20], [0.70, 1.10, -6.04], [2.00, 0.24, -4.11], [3.20, 0.76, 2.89], [2.63, 1.55, 3.88], [3.30, 1.63, 5.12], [2.83, 2.45, 6.12], [1.69, 3.23, 5.92], [1.02, 3.13, 4.72], [1.46, 2.30, 3.69], [0.48, 2.10, 2.16], [-0.09, 3.79, 1.80], [-1.19, 4.37, 2.44], [-1.55, 5.68, 2.15], [-0.85, 6.41, 1.20], [0.23, 5.83, 0.54], [0.60, 4.52, 0.84], [-1.04, 1.27, 2.77], [-1.13, 0.67, 4.02], [-2.25, -0.07, 4.37], [-3.29, -0.22, 3.47], [-3.21, 0.37, 2.22], [-2.09, 1.11, 1.87], [2.66, 0.56, 2.07], [3.75, -0.02, 3.21], [4.20, 1.05, 5.27], [3.36, 2.50, 7.06], [1.33, 3.89, 6.70], [0.12, 3.72, 4.56], [-1.75, 3.80, 3.17], [-2.40, 6.12, 2.65], [-1.14, 7.42, 0.97], [0.77, 6.38, -0.21], [1.42, 4.07, 0.30], [-0.31, 0.76, 4.73], [-2.31, -0.53, 5.35], [-4.17, -0.79, 3.75], [-4.02, 0.26, 1.51], [-2.03, 1.54, 0.87], [-2.59, 4.29, -1.05], [-1.62, 3.63, -2.38], [-2.70, 2.96, -3.62], [-0.65, 4.92, -3.09], [-0.74, 2.47, -1.79], [-1.39, 1.51, -1.32], [0.49, 2.61, -1.82], [2.72, -3.27, -2.66], [4.00, -2.17, -1.73], [5.19, -1.50, -3.08], [5.11, -3.22, -0.57], [3.29, -0.90, -0.93], [3.06, -4.30, -2.68], [2.59, -2.88, -3.66], [1.78, -3.21, -2.12], [5.68, -2.32, -3.61], [5.94, -0.86, -2.61], [4.62, -0.90, -3.79], [5.44, -4.12, -1.08], [4.51, -3.50, 0.29], [5.96, -2.62, -0.28], [2.17, -4.57, 0.26], [1.87, -3.78, 0.83], [2.49, -5.28, 0.91], [1.32, -4.93, -0.16]], "mulliken_charge": [1.34, -0.41, 0.16, -0.28, -1.05, 0.68, -0.24, -0.70, -0.07, -0.74, -0.39, -0.81, 0.24, 1.21, -0.92, -0.68, -0.82, -0.21, -0.05, 0.25, 0.23, 0.61, 0.42, 0.39, 0.40, 0.45, 0.49, 0.43, 0.45, 0.30, -0.30, 0.92, -0.69, -0.54, -0.92, -0.22, -0.10, 0.42, 0.81, -0.32, -0.88, -0.55, -0.42, -0.81, 1.30, -0.60, -0.68, -0.69, -0.59, -0.44, -0.01, 0.25, 0.35, 0.38, 0.43, 0.31, 0.43, 0.39, 0.38, 0.44, 0.18, 0.34, 0.40, 0.38, 0.39, 0.28, -0.11, 0.61, -0.14, -0.15, 0.07, -0.35, -0.66, -0.72, 0.69, -1.11, -1.06, -0.49, 0.42, 0.39, -0.14, 0.39, 0.36, 0.29, 0.38, 0.28, 0.38, -0.59, 0.11, 0.24, 0.24]}

---

# 4
{"formula": "C36H39N3O8", "method": "ωB97M-V/def2-TZVPD", "energy_ev": -58808.872, "relative_energy_ev": 3.420, "elements": ["C", "N", "C", "O", "C", "C", "C", "C", "C", "C", "C", "C", "N", "C", "C", "C", "C", "C", "C", "N", "O", "O", "C", "C", "C", "C", "C", "C", "H", "H", "H", "H", "H", "H", "H", "H", "H", "H", "H", "H", "H", "H", "H", "H", "H", "H", "H", "H", "H", "H", "H", "H", "C", "C", "O", "C", "C", "C", "C", "C", "C", "C", "C", "C", "O", "C", "O", "O", "C", "C", "O", "H", "H", "H", "H", "H", "H", "H", "H", "H", "H", "H", "H", "H", "H", "H"], "positions_angstrom": [[5.25, -2.12, -2.89], [4.20, -1.22, -2.50], [3.99, -0.03, -3.16], [4.74, 0.46, -4.00], [2.70, 0.57, -2.61], [1.64, 0.73, -3.70], [2.02, 1.77, -4.73], [2.06, 1.45, -6.09], [2.54, 2.39, -7.01], [2.95, 3.66, -6.57], [2.83, 4.00, -5.22], [2.34, 3.06, -4.31], [2.35, -0.40, -1.56], [1.28, -0.24, -0.76], [0.72, -1.28, -0.03], [-0.35, -1.09, 0.83], [-0.92, -2.18, 1.58], [-0.14, -3.35, 1.80], [-0.71, -4.51, 2.33], [0.08, -5.70, 2.34], [-0.38, -6.73, 2.86], [1.22, -5.66, 1.80], [-2.03, -4.51, 2.81], [-2.77, -3.34, 2.71], [-2.23, -2.19, 2.13], [3.09, -1.66, -1.68], [2.26, -2.73, -2.40], [3.62, -2.19, -0.34], [6.04, -1.55, -3.38], [5.65, -2.61, -2.00], [4.88, -2.89, -3.58], [2.92, 1.55, -2.15], [1.49, -0.25, -4.19], [0.68, 1.00, -3.22], [1.74, 0.45, -6.41], [2.61, 2.12, -8.07], [3.34, 4.38, -7.29], [3.14, 4.98, -4.87], [2.24, 3.31, -3.24], [0.86, 0.76, -0.70], [1.08, -2.30, -0.16], [-0.82, -0.16, 0.60], [0.93, -3.36, 1.57], [-2.43, -5.42, 3.25], [-3.80, -3.30, 3.08], [-2.83, -1.29, 2.03], [2.03, -2.40, -3.43], [2.83, -3.66, -2.43], [1.31, -2.92, -1.89], [4.29, -1.45, 0.12], [2.83, -2.43, 0.38], [4.19, -3.11, -0.53], [-1.95, 0.30, 6.50], [-1.13, -0.20, 5.35], [-1.69, 0.40, 4.15], [-0.84, 0.25, 3.10], [-1.26, 1.04, 1.90], [-0.91, 2.41, 2.32], [-2.10, 3.33, 2.55], [-3.44, 2.90, 2.61], [-4.49, 3.82, 2.63], [-4.23, 5.19, 2.74], [-2.89, 5.62, 2.82], [-1.85, 4.71, 2.72], [0.24, 2.78, 2.55], [-2.22, 1.17, 0.77], [-2.06, 2.04, -0.08], [-3.17, 0.20, 0.67], [-3.82, 0.11, -0.63], [-4.13, -1.34, -0.88], [0.24, -0.32, 3.24], [-1.64, -0.22, 7.41], [-1.77, 1.37, 6.66], [-3.02, 0.14, 6.33], [-0.09, 0.13, 5.45], [-1.16, -1.29, 5.24], [-3.66, 1.83, 2.61], [-5.53, 3.46, 2.55], [-5.05, 5.91, 2.76], [-2.67, 6.68, 2.92], [-0.81, 5.05, 2.76], [-4.72, 0.73, -0.58], [-3.16, 0.50, -1.41], [-4.65, -1.44, -1.83], [-3.20, -1.92, -0.94], [-4.76, -1.75, -0.08]], "mulliken_charge": [-0.97, 0.27, -0.02, -0.68, -0.26, -0.28, 0.50, -0.38, -0.56, -0.44, -0.68, -0.26, 0.46, -0.33, -1.18, 0.80, 1.41, -0.36, -0.64, 0.97, -0.60, -0.58, -0.54, -1.25, -0.02, 0.37, -1.39, -1.42, 0.38, 0.28, 0.33, 0.47, 0.18, 0.40, 0.32, 0.36, 0.36, 0.37, 0.37, 1.00, 0.29, -0.74, 0.43, 0.52, 0.51, 0.77, 0.40, 0.48, 0.25, 0.36, 0.27, 0.52, -1.30, -0.14, -0.10, -0.10, 2.57, -1.64, 0.31, 0.36, -0.98, -0.35, -0.54, -0.66, -0.72, 0.45, -0.72, -0.23, -0.46, -1.01, -0.60, 0.41, 0.31, 0.30, 0.31, 0.20, 0.38, 0.37, 0.38, 0.37, 0.43, 0.34, 0.35, 0.46, 0.17, 0.24]}

---

# 5
{"formula": "C36H39N5NaP2S2", "method": "ωB97M-V/def2-TZVPD", "energy_ev": -90076.128, "relative_energy_ev": 0.000, "charge": 1, "elements": ["Na", "C", "C", "N", "N", "C", "N", "S", "C", "C", "C", "C", "C", "N", "H", "H", "H", "H", "H", "H", "H", "H", "H", "H", "C", "S", "C", "C", "C", "N", "P", "C", "C", "C", "C", "C", "C", "C", "C", "C", "C", "C", "C", "P", "C", "C", "C", "C", "C", "C", "C", "C", "C", "C", "C", "C", "H", "H", "H", "H", "H", "H", "H", "H", "H", "H", "H", "H", "H", "H", "H", "H", "H", "H", "H", "H", "H", "H", "H", "H", "H", "H", "H", "H", "H"], "positions_angstrom": [[11.76, 14.58, 9.10], [8.26, 18.15, 9.10], [9.50, 17.29, 9.22], [9.52, 16.00, 9.19], [8.30, 15.42, 9.20], [8.15, 14.06, 9.08], [6.87, 13.62, 9.09], [9.42, 12.99, 8.92], [10.86, 17.94, 9.26], [11.06, 19.33, 9.38], [12.33, 19.86, 9.45], [13.39, 19.02, 9.36], [13.14, 17.65, 9.24], [11.92, 17.12, 9.15], [7.61, 18.09, 9.96], [7.75, 17.90, 8.16], [8.61, 19.15, 8.95], [7.48, 15.99, 9.37], [6.09, 14.27, 9.10], [6.71, 12.62, 8.98], [10.22, 20.04, 9.33], [12.47, 20.92, 9.45], [14.41, 19.38, 9.37], [13.96, 16.95, 9.18], [19.39, 9.21, 6.30], [18.38, 10.57, 5.60], [16.84, 10.49, 6.52], [15.99, 11.67, 6.07], [14.62, 11.87, 6.71], [14.57, 11.92, 8.21], [14.62, 13.57, 8.79], [15.17, 13.36, 10.49], [14.67, 14.23, 11.43], [15.05, 14.08, 12.77], [15.89, 13.02, 13.13], [16.29, 12.08, 12.19], [15.98, 12.26, 10.87], [16.07, 14.32, 7.94], [17.40, 14.03, 8.27], [18.45, 14.54, 7.49], [18.19, 15.35, 6.44], [16.87, 15.69, 6.10], [15.83, 15.22, 6.86], [13.01, 11.22, 8.86], [13.49, 10.41, 10.42], [14.45, 9.42, 10.54], [14.74, 8.83, 11.78], [14.13, 9.32, 12.92], [13.23, 10.39, 12.82], [12.85, 10.86, 11.56], [12.72, 9.74, 7.82], [11.36, 9.41, 7.69], [11.00, 8.22, 7.05], [11.95, 7.41, 6.49], [13.29, 7.74, 6.59], [13.69, 8.88, 7.28], [20.42, 9.36, 5.93], [19.09, 8.21, 5.89], [19.36, 9.18, 7.40], [17.01, 10.61, 7.63], [16.29, 9.56, 6.37], [15.75, 11.53, 5.01], [16.62, 12.58, 6.18], [13.96, 11.09, 6.36], [14.23, 12.79, 6.28], [13.96, 15.01, 11.12], [14.75, 14.84, 13.52], [16.26, 12.97, 14.16], [16.90, 11.24, 12.51], [16.26, 11.54, 10.12], [17.57, 13.42, 9.15], [19.45, 14.29, 7.71], [19.01, 15.71, 5.80], [16.70, 16.40, 5.31], [14.80, 15.48, 6.64], [15.05, 9.11, 9.69], [15.40, 7.96, 11.85], [14.31, 8.94, 13.90], [12.72, 10.84, 13.66], [12.08, 11.60, 11.48], [10.61, 10.06, 8.19], [9.94, 7.98, 6.95], [11.65, 6.51, 5.92], [14.01, 7.12, 6.08], [14.76, 8.98, 7.29]], "mulliken_charge": [0.80, -1.66, 0.63, -0.07, -0.25, 0.36, -0.37, -0.36, 0.76, -0.62, -0.61, -0.92, 0.10, -0.14, 0.41, 0.44, 0.27, 0.28, 0.19, 0.23, 0.14, 0.44, 0.45, 0.44, -0.80, -0.02, -0.15, -0.45, -1.51, 0.80, -0.43, 0.76, -0.53, -0.56, -0.86, -1.02, 0.17, 0.25, 0.12, -0.82, -0.41, -0.84, -0.44, 0.14, 0.72, -0.02, -0.90, -0.58, -0.59, -0.38, 0.41, -0.74, -0.60, -0.57, -1.00, 0.32, 0.33, 0.26, 0.24, -0.14, 0.39, 0.53, -0.04, 1.01, 0.31, 0.20, 0.41, 0.37, 0.45, 0.59, 0.35, 0.47, 0.36, 0.45, 0.36, 0.26, 0.41, 0.46, 0.43, 0.38, 0.25, 0.38, 0.35, 0.48, 0.24]}